Record 1
Entry from the OMol25 dataset: 2 unconnected molecules or ions with the total composition C4H9N3O4 (the ωB97M-V functional and the def2-TZVPD basis).

Its net charge is 0. The value obtained for the HOMO-LUMO gap is 0.323 Ha.

CARTESIAN COORDINATES (ANGSTROEM)
C (-1.736, 0.095, -2.146)
C (-0.655, 0.837, -1.411)
C (0.399, 0.165, -0.880)
N (0.551, -1.191, -1.019)
C (1.484, 0.956, -0.207)
O (1.477, 2.092, 0.138)
O (2.621, 0.271, -0.129)
H (-2.387, 0.897, -2.638)
H (-1.245, -0.570, -2.782)
H (-2.400, -0.603, -1.583)
H (-0.866, 1.918, -1.238)
H (1.370, -1.542, -0.528)
H (-0.304, -1.700, -1.016)
H (3.379, 0.816, 0.240)
O (0.162, 0.700, 2.874)
N (0.489, -0.465, 2.017)
N (-0.200, -1.432, 1.994)
O (-1.368, -1.634, 2.604)
H (0.809, 1.370, 2.491)
H (-1.580, -0.978, 3.217)

Atom charges from the Mulliken analysis, given in e for atoms 1 to 4: -1.332, -0.028, 0.275, -0.513

Record 2
Entry from the OMol25 dataset: 2 unconnected molecules or ions with the total composition C4H9N3O4 (the ωB97M-V functional and the def2-TZVPD basis).

Its net charge is 0. The value obtained for the HOMO-LUMO gap (spin up / spin down) is 0.336 / 0.336 Ha.

CARTESIAN COORDINATES (ANGSTROEM)
C (2.728, -0.047, -0.409)
C (1.787, 1.062, -0.138)
C (0.399, 0.705, -0.673)
C (-0.311, -0.532, -0.259)
N (-2.431, 0.606, -0.066)
N (-1.745, -0.478, -0.231)
N (-0.195, -0.732, 1.746)
O (2.482, -1.286, 0.126)
O (3.577, 0.089, -1.216)
O (-2.196, -1.598, -0.447)
O (-3.757, 0.518, -0.544)
H (2.132, 2.020, -0.533)
H (1.631, 1.107, 0.986)
H (-0.189, 1.555, -0.586)
H (0.387, 0.500, -1.773)
H (-0.111, -1.501, -0.695)
H (-0.733, -1.635, 1.904)
H (-0.888, -0.072, 2.045)
H (1.680, -1.308, 0.709)
H (-4.246, 1.028, 0.054)

Atom charges from the Mulliken analysis, given in e for atoms 1 to 4: 0.474, -0.583, -0.509, -0.478

Record 3
Entry from the OMol25 dataset: a single C4H9N3S molecule (the ωB97M-V functional and the def2-TZVPD basis).

Its net charge is 0. The value obtained for the HOMO-LUMO gap is 0.348 Ha.

CARTESIAN COORDINATES (ANGSTROEM)
H (-1.516, 3.131, 2.779)
N (-1.034, 2.322, 2.529)
C (-1.992, 1.882, 1.695)
N (-1.505, 0.949, 0.773)
C (-0.236, 0.465, 1.255)
N (0.456, -0.314, 0.579)
C (-0.212, -1.001, -0.437)
C (0.711, -1.941, -1.249)
S (1.827, -1.012, -2.281)
H (-3.032, 1.893, 1.709)
H (-1.887, 0.590, -0.278)
H (0.150, 0.779, 2.200)
H (-0.640, -0.172, -1.185)
H (-0.995, -1.619, 0.036)
H (1.316, -2.521, -0.355)
H (0.149, -2.734, -1.840)
H (2.186, -0.302, -1.326)

Atom charges from the Mulliken analysis, given in e for atoms 1 to 4: 0.220, -0.590, -0.125, -0.218

Record 4
Entry from the OMol25 dataset: a single C4H9N3S molecule (the ωB97M-V functional and the def2-TZVPD basis).

Its net charge is 0. The value obtained for the HOMO-LUMO gap is 0.300 Ha.

CARTESIAN COORDINATES (ANGSTROEM)
C (-0.635, 1.875, 0.019)
C (-0.704, 0.371, 0.136)
C (-2.132, -0.198, 0.364)
S (-2.915, -1.398, -0.426)
N (-0.048, -0.419, -0.888)
N (1.293, -0.089, -1.153)
C (2.063, -0.726, -0.382)
N (1.841, -1.690, 0.647)
H (-0.853, 2.310, -1.009)
H (-1.350, 2.112, 0.952)
H (0.345, 2.467, 0.315)
H (-0.359, 0.068, 1.191)
H (-2.603, 0.566, 1.067)
H (-0.438, -0.197, -1.773)
H (3.090, -0.496, -0.407)
H (2.547, -2.418, 0.749)
H (0.857, -2.139, 0.599)

Atom charges from the Mulliken analysis, given in e for atoms 1 to 4: -0.954, 0.581, -0.504, -0.187

Record 5
Entry from the OMol25 dataset: a single C4H9N3S molecule (the ωB97M-V functional and the def2-TZVPD basis).

Its net charge is 0. The value obtained for the HOMO-LUMO gap is 0.324 Ha.

CARTESIAN COORDINATES (ANGSTROEM)
N (-2.351, 1.421, -0.056)
C (-1.936, 0.120, -0.079)
S (-3.009, -1.170, -0.044)
N (-0.607, -0.056, -0.103)
C (0.485, 0.870, 0.205)
C (1.397, -0.364, 0.441)
N (2.560, -0.391, -0.421)
C (0.159, -1.263, 0.120)
H (-1.719, 2.137, -0.380)
H (-3.329, 1.579, -0.173)
H (0.293, 1.482, 1.097)
H (0.816, 1.513, -0.630)
H (1.749, -0.458, 1.483)
H (2.275, -0.464, -1.398)
H (3.142, -1.202, -0.255)
H (-0.223, -1.859, 0.953)
H (0.298, -1.895, -0.760)

Atom charges from the Mulliken analysis, given in e for atoms 1 to 4: -0.400, 0.331, -0.408, 0.082

Record 6
Entry from the OMol25 dataset: a single C4H9N3S molecule (the ωB97M-V functional and the def2-TZVPD basis).

Its net charge is 0. The value obtained for the HOMO-LUMO gap is 0.324 Ha.

CARTESIAN COORDINATES (ANGSTROEM)
N (-1.024, -1.380, -0.890)
C (-1.277, -0.505, 0.354)
C (-0.853, 0.971, 0.273)
N (-0.288, 1.237, -1.124)
C (-0.065, 0.008, 1.093)
N (1.104, -0.380, 0.428)
C (2.309, 0.265, 0.311)
S (3.812, -0.267, -0.237)
H (-1.959, -1.301, -1.325)
H (-1.071, -2.413, -0.445)
H (-2.312, -0.610, 0.863)
H (-1.474, 1.800, 0.515)
H (0.255, 0.334, -1.472)
H (0.067, 2.231, -1.162)
H (-0.338, -0.286, 2.235)
H (0.927, -1.268, 0.019)
H (2.186, 1.564, 0.564)

Atom charges from the Mulliken analysis, given in e for atoms 1 to 4: -0.721, -0.316, -0.219, -0.584

Record 7
Entry from the OMol25 dataset: a single C4H9N3S molecule (the ωB97M-V functional and the def2-TZVPD basis).

Its net charge is 0. The value obtained for the HOMO-LUMO gap is 0.317 Ha.

CARTESIAN COORDINATES (ANGSTROEM)
C (-2.052, 1.470, 0.026)
C (-1.065, 0.365, -0.379)
C (-1.434, -0.897, 0.357)
S (-2.430, -2.049, -0.164)
N (0.284, 0.761, 0.012)
N (1.215, -0.150, -0.601)
C (2.110, -0.507, 0.243)
N (3.161, -1.301, -0.129)
H (-2.010, 1.669, 1.079)
H (-3.081, 1.189, -0.240)
H (-1.802, 2.420, -0.487)
H (-1.145, 0.151, -1.446)
H (-0.975, -0.976, 1.344)
H (0.465, 1.638, -0.419)
H (2.086, -0.168, 1.246)
H (3.575, -1.880, 0.571)
H (3.098, -1.734, -1.014)

Atom charges from the Mulliken analysis, given in e for atoms 1 to 4: -1.276, 0.532, -0.455, -0.222

Record 8
Entry from the OMol25 dataset: a molecular structure, C4H9N3S (the ωB97M-V functional and the def2-TZVPD basis).

Its net charge is 0. The value obtained for the HOMO-LUMO gap is 0.345 Ha.

CARTESIAN COORDINATES (ANGSTROEM)
C (3.107, 0.244, -0.719)
C (1.773, -0.550, -0.561)
C (-0.498, -0.210, 0.031)
C (-4.041, 0.594, 1.176)
H (3.657, 0.033, -2.077)
H (3.005, 1.637, -0.481)
H (3.915, -0.402, 0.230)
H (2.087, -1.511, -0.123)
H (1.277, -0.957, -1.515)
H (1.211, 0.055, 1.321)
H (-1.955, -0.851, -0.932)
H (-4.872, -0.126, 1.037)
H (-4.089, 1.514, 1.867)
N (0.817, 0.115, 0.298)
N (-0.948, -0.993, -0.840)
N (-2.918, 0.331, 0.588)
S (-1.527, 1.078, 0.699)

Atom charges from the Mulliken analysis, given in e for atoms 1 to 4: -0.779, -0.472, 0.374, -0.214

Record 9
Entry from the OMol25 dataset: a gas-phase ion, C4H9N4 (charge +1) (the ωB97M-V functional and the def2-TZVPD basis).

Its net charge is +1. The value obtained for the HOMO-LUMO gap (spin up / spin down) is 0.247 / 0.247 Ha.

CARTESIAN COORDINATES (ANGSTROEM)
C (1.514, -0.261, -0.185)
C (0.358, -1.441, 0.246)
C (1.267, 0.965, 0.599)
C (-1.060, -1.025, 0.260)
N (-0.435, 2.852, 0.290)
N (0.348, 1.714, 0.112)
N (-0.463, 1.948, -0.820)
N (-2.021, -1.373, -0.579)
H (2.482, -0.657, -0.031)
H (1.323, -0.188, -1.337)
H (0.550, -2.298, -0.603)
H (0.668, -1.822, 1.212)
H (1.751, 1.100, 1.624)
H (-1.562, -0.556, 1.078)
H (0.130, 3.800, 0.165)
H (-2.928, -0.950, -0.569)
H (-1.922, -1.806, -1.462)

Atom charges from the Mulliken analysis, given in e for atoms 1 to 4: -0.648, -0.612, -0.034, 0.181

Record 10
Entry from the OMol25 dataset: a gas-phase ion, C4H9N4O (charge +1) (the ωB97M-V functional and the def2-TZVPD basis).

Its net charge is +1. The value obtained for the HOMO-LUMO gap is 0.391 Ha.

CARTESIAN COORDINATES (ANGSTROEM)
C (0.329, -1.244, -1.875)
O (-0.780, -1.246, -1.018)
C (-0.852, -0.261, -0.059)
N (-1.915, -0.394, 0.772)
N (-0.620, 1.212, -0.504)
C (-0.081, 1.986, 0.294)
N (0.592, 1.595, 1.530)
C (0.988, 0.324, 1.592)
N (0.580, -0.553, 0.785)
H (1.242, -1.497, -1.391)
H (0.509, -0.196, -2.361)
H (0.063, -2.000, -2.585)
H (-2.599, -1.160, 0.641)
H (-2.318, 0.452, 1.193)
H (-0.088, 3.077, 0.139)
H (1.176, 2.177, 2.083)
H (1.815, 0.101, 2.230)
H (0.730, -1.505, 0.826)

Atom charges from the Mulliken analysis, given in e for atoms 1 to 4: -0.734, -0.441, 0.846, -0.412

Record 11
Entry from the OMol25 dataset: a single C4H9N5 molecule (the ωB97M-V functional and the def2-TZVPD basis).

Its net charge is 0. The value obtained for the HOMO-LUMO gap is 0.324 Ha.

CARTESIAN COORDINATES (ANGSTROEM)
H (3.517, -0.540, 0.193)
N (2.892, 0.005, -0.282)
C (1.512, 0.000, -0.106)
N (0.521, -0.747, 0.845)
N (-0.167, -1.540, -0.199)
C (-1.251, -0.713, -0.644)
C (-1.811, 0.460, 0.166)
N (-1.575, 0.739, 1.589)
C (-0.808, 0.744, -0.774)
N (0.567, 0.968, -0.562)
H (0.759, -1.675, 1.260)
H (0.441, -1.655, -1.098)
H (-1.775, -1.256, -1.436)
H (-2.676, 1.121, -0.512)
H (-1.284, 1.667, 1.374)
H (-0.533, 0.421, 1.685)
H (-1.010, 1.206, -1.654)
H (1.042, 1.786, -1.401)

Atom charges from the Mulliken analysis, given in e for atoms 1 to 4: 0.208, -0.718, 0.348, -0.278

Record 12
Entry from the OMol25 dataset: 2 unconnected molecules or ions with the total composition C4H9N6 (the ωB97M-V functional and the def2-TZVPD basis).

Its net charge is +1. The value obtained for the HOMO-LUMO gap is 0.303 Ha.

CARTESIAN COORDINATES (ANGSTROEM)
C (2.367, 0.668, 2.835)
C (2.298, 1.398, 1.772)
C (-1.379, -0.170, 0.942)
C (-1.674, -1.058, -3.673)
N (0.157, -1.108, -2.011)
N (0.282, -0.816, -0.796)
N (-1.830, -0.418, -1.414)
N (-1.084, -0.930, -2.356)
N (-0.936, -0.301, -0.391)
N (-1.203, 0.894, 1.585)
H (2.348, -0.359, 2.770)
H (2.432, 1.064, 3.900)
H (2.426, 0.914, 0.814)
H (2.194, 2.454, 1.662)
H (-1.436, -0.121, -4.314)
H (-1.307, -2.000, -4.197)
H (-2.723, -1.285, -3.675)
H (-0.943, 1.884, 1.345)
H (-1.434, 0.783, 2.555)

Atom charges from the Mulliken analysis, given in e for atoms 1 to 4: -0.433, -0.638, -0.102, -0.610

Taking the records one at a time from the top gives energy relative to the best compared isomer or geometry (same formula, charge and spin) values of 26.0 232.5 357.9 304.0 37.8 403.8 168.7 544.0 659.0 133.7 738.2 473.2 kJ/mol.